No. 1
{
  "formula": "C3H8NOS",
  "method": "ωB97M-V with the def2-TZVPD basis set",
  "smiles": "N[C@H](C[O-])CS",
  "lumo_energy_ev": 3.30,
  "charge": -1,
  "mol_weight_g_mol": 106.17,
  "relative_energy_kj_mol": 158.2,
  "orbital_gap_ha": 0.2255,
  "elements": ["N", "C", "C", "O", "C", "S", "H", "H", "H", "H", "H", "H", "H", "H"],
  "xyz": [[0.926, -0.725, 0.913], [0.207, -0.259, -0.268], [0.845, 1.138, -0.802], [2.062, 1.371, -0.296], [-1.272, -0.067, -0.002], [-2.097, -1.550, 0.730], [1.780, -0.137, 0.823], [0.473, -0.328, 1.727], [0.305, -1.014, -1.064], [0.088, 1.911, -0.551], [0.874, 1.026, -1.909], [-1.821, 0.202, -0.896], [-1.385, 0.721, 0.753], [-0.986, -2.288, 0.842]],
  "atomic_forces_ev_per_a": [[0.26, 0.27, -0.22], [-0.26, 0.25, -0.49], [0.44, -0.81, 0.21], [0.01, -0.07, 0.26], [0.17, -0.14, 0.78], [-0.11, -0.05, -0.22], [0.15, -0.12, 0.01], [-0.17, 0.05, 0.23], [0.11, 0.05, 0.10], [-0.21, 0.29, -0.07], [-0.40, 0.12, -0.20], [-0.02, 0.10, -0.19], [-0.03, 0.03, -0.25], [0.07, 0.03, 0.04]],
  "nbo_charge": [-0.890, -0.104, -0.013, -0.941, -0.486, -0.157, 0.411, 0.326, 0.150, 0.067, 0.082, 0.207, 0.196, 0.152]
}

---

No. 2
{
  "formula": "C3H8NOS",
  "method": "ωB97M-V with the def2-TZVPD basis set",
  "lumo_energy_ev": 3.97,
  "charge": -1,
  "mol_weight_g_mol": 106.17,
  "relative_energy_kj_mol": 81.2,
  "orbital_gap_ha": 0.2624,
  "elements": ["C", "C", "N", "O", "H", "H", "H", "H", "H", "C", "S", "H", "H", "H"],
  "xyz": [[0.866, -1.843, -0.760], [-0.507, -1.282, -0.341], [-0.900, -0.155, -1.090], [-1.004, -1.598, 0.730], [1.059, -1.750, -1.821], [0.921, -2.833, -0.293], [1.612, -1.244, -0.197], [-0.278, 0.721, -0.555], [-0.736, -0.279, -2.072], [-0.293, 2.055, 1.388], [0.967, 1.753, 0.117], [0.083, 2.741, 2.149], [-1.137, 2.568, 0.919], [-0.652, 1.146, 1.827]],
  "atomic_forces_ev_per_a": [[-0.55, -0.34, 1.44], [0.85, 1.48, -0.39], [-0.94, -0.73, 1.80], [0.09, -0.03, -0.54], [0.08, -0.36, -0.11], [0.27, -0.24, -0.72], [-0.51, 0.09, -0.46], [-0.24, -0.76, -1.35], [0.77, 0.27, -0.24], [-0.02, 1.07, -0.33], [0.38, 0.31, 0.24], [0.05, -0.15, 0.21], [-0.10, -0.12, 0.10], [-0.13, -0.49, 0.34]],
  "nbo_charge": [-0.742, 0.697, -0.970, -0.635, 0.200, 0.204, 0.257, 0.356, 0.342, -0.732, -0.544, 0.182, 0.183, 0.201]
}

---

No. 3
{
  "formula": "C3H8NP",
  "method": "ωB97M-V with the def2-TZVPD basis set",
  "smiles": "CC=[PH]=NC",
  "lumo_energy_ev": 0.60,
  "mol_weight_g_mol": 89.08,
  "relative_energy_kj_mol": 247.2,
  "orbital_gap_ha": 0.3085,
  "elements": ["C", "C", "P", "N", "C", "H", "H", "H", "H", "H", "H", "H", "H"],
  "xyz": [[2.615, -0.068, 0.086], [1.285, 0.650, -0.222], [-0.294, 0.016, 0.020], [-1.679, 0.749, 0.215], [-2.785, -0.118, -0.008], [2.737, -1.166, -0.187], [3.536, 0.291, -0.503], [2.834, -0.013, 1.150], [1.466, 1.675, -0.064], [-0.314, -1.287, -0.210], [-3.463, -0.009, 0.771], [-2.654, -1.140, -0.297], [-3.283, 0.421, -0.751]],
  "atomic_forces_ev_per_a": [[1.07, -1.62, -1.39], [-0.82, -2.09, 0.68], [2.08, 3.91, 0.13], [3.21, -0.85, 0.39], [-0.41, 0.98, -0.64], [-0.97, 1.01, 0.40], [-1.62, 0.33, 0.86], [0.21, 0.16, 0.04], [-0.57, 1.38, -0.08], [-0.08, -2.16, -0.32], [-1.12, -0.40, 1.96], [0.35, -0.75, -0.09], [-1.33, 0.11, -1.93]],
  "nbo_charge": [-0.636, -0.759, 1.370, -0.907, -0.433, 0.211, 0.223, 0.211, 0.233, -0.070, 0.193, 0.167, 0.198]
}

---

Number 1: energy -17613.3662 eV, E_HOMO -2.8 eV. Number 2: energy -17614.1643 eV, E_HOMO -3.2 eV. Number 3: energy -14016.2095 eV, E_HOMO -7.8 eV.